(1)
Density functional theory data (ωB97M-V with the def2-TZVPD basis set) for a structure of composition C5H8O.

Positions of all 14 atoms, in Å:
C 1.4750 -0.1633 0.6027
C 0.2787 -0.1191 -0.3427
C -1.3162 0.9766 -1.3417
C -0.7963 -1.0844 0.1732
O -1.4650 -0.0199 0.8722
C -0.8503 0.9590 0.0184
H 1.1237 -0.2385 1.6374
H 2.1794 0.6678 0.5219
H 2.0129 -1.0910 0.3692
H 0.6060 -0.1680 -1.3878
H -0.7374 1.7447 -1.8827
H -0.4357 -1.8662 0.8497
H -1.4333 -1.4951 -0.6130
H -0.5795 1.8768 0.5572

Summary:
LUMO energy	0.07	eV
energy relative to the best compared isomer or geometry (same formula, charge and spin)	119.9	kcal per mole

Charges obtained by Löwdin population analysis, quoted in units of e: C -0.057; C -0.278; C 0.188; C -0.176; O -0.099; C -0.390; H 0.089; H 0.080; H 0.087; H 0.134; H 0.030; H 0.122; H 0.115; H 0.153

(2)
Density functional theory data (ωB97M-V with the def2-TZVPD basis set) for a structure of composition C5H8O at a distorted geometry.

Positions of all 14 atoms, in Å:
C 1.7072 -0.4362 0.2898
O 1.5577 0.9508 0.6894
C 0.5084 0.3581 0.0444
C -0.8235 -0.0677 1.1052
C -1.3722 -0.2951 -0.2699
C -0.1653 0.6374 -1.2548
H 1.6404 -1.1727 1.0861
H 2.5101 -0.5904 -0.4326
H -1.3111 0.7200 1.7214
H -0.4700 -0.9044 1.7256
H -2.2787 0.2198 -0.5070
H -1.2421 -1.3073 -0.6188
H -0.5557 1.6569 -1.3852
H 0.2948 0.2306 -2.1937

Summary:
LUMO energy	1.07	eV
energy relative to the best compared isomer or geometry (same formula, charge and spin)	93.5	kcal per mole

Charges obtained by Löwdin population analysis, quoted in units of e: C -0.063; O -0.004; C -0.514; C -0.063; C -0.132; C -0.004; H 0.103; H 0.115; H 0.104; H 0.090; H 0.078; H 0.094; H 0.092; H 0.105

(3)
Density functional theory data (ωB97M-V with the def2-TZVPD basis set) for a structure of composition C5H8O at a distorted geometry.

Positions of all 14 atoms, in Å:
C -1.3249 0.3280 -1.2403
C -0.0426 -0.0194 -1.9101
C -0.0318 0.6490 -0.5629
C 1.3875 -0.0500 1.3815
C 0.0406 -0.1883 1.8713
O 0.1884 -0.7309 0.5526
H -1.9251 -0.4856 -0.8628
H -1.8967 1.1740 -1.5907
H 0.3169 0.5724 -2.7486
H 0.2000 -1.0641 -1.9791
H 1.7450 0.9027 1.0184
H 2.1031 -0.8350 1.5574
H -0.1855 -0.9488 2.6066
H -0.5749 0.6960 1.9065

Summary:
LUMO energy	0.93	eV
energy relative to the best compared isomer or geometry (same formula, charge and spin)	147.2	kcal per mole

Charges obtained by Löwdin population analysis, quoted in units of e: C -0.211; C -0.200; C -0.094; C 0.012; C -0.167; O -0.136; H 0.092; H 0.085; H 0.088; H 0.087; H 0.099; H 0.109; H 0.119; H 0.117

(4)
Density functional theory data (ωB97M-V with the def2-TZVPD basis set) for an isolated molecule of C5H8O.

Positions of all 14 atoms, in Å:
C 1.1812 0.9640 1.5459
O 1.1609 1.8119 0.4170
C 0.5340 1.3050 -0.7387
C 0.3852 -0.1574 -0.8364
C -0.3342 -1.1252 -0.8238
C -1.5158 -1.9687 -0.7163
H 1.9820 0.2152 1.4571
H 1.3776 1.6116 2.4039
H 0.2354 0.4269 1.7135
H -0.5190 1.6273 -0.7684
H 1.0373 1.7353 -1.6083
H -2.0163 -1.6981 0.2210
H -2.1945 -1.7086 -1.5366
H -1.3138 -3.0392 -0.7299

Summary:
LUMO energy	0.92	eV
energy relative to the best compared isomer or geometry (same formula, charge and spin)	70.9	kcal per mole
SMILES	CC#CCOC

Charges obtained by Löwdin population analysis, quoted in units of e: C -0.120; O -0.183; C -0.232; C -0.030; C -0.088; C -0.098; H 0.091; H 0.087; H 0.086; H 0.129; H 0.120; H 0.083; H 0.084; H 0.071

(5)
Density functional theory data (ωB97M-V with the def2-TZVPD basis set) for an isolated molecule of C5H8O at a distorted geometry.

Positions of all 14 atoms, in Å:
C 0.6686 0.8881 -0.2827
C 0.2488 -0.4603 0.1352
C 1.1277 -1.2700 0.6856
C -1.2182 -0.7941 0.0506
C -2.1645 0.0588 -0.3120
H 2.3176 2.0803 -0.1559
H 0.1915 1.0788 -1.2699
H 0.1860 1.5995 0.3904
H 2.1854 -0.9999 0.6703
H 0.9040 -2.2485 1.1123
H -1.4369 -1.8058 0.3084
H -1.8714 1.0460 -0.6765
H -3.2250 -0.1935 -0.3816
O 2.0864 1.0206 -0.2743

Summary:
LUMO energy	0.69	eV
energy relative to the best compared isomer or geometry (same formula, charge and spin)	46.8	kcal per mole
SMILES	C=CC(=C)CO

Charges obtained by Löwdin population analysis, quoted in units of e: C -0.284; C -0.322; C 0.067; C -0.132; C 0.008; H 0.185; H 0.124; H 0.126; H 0.070; H 0.072; H 0.090; H 0.052; H 0.060; O -0.118

(6)
Density functional theory data (ωB97M-V with the def2-TZVPD basis set) for an isolated molecule of C5H8O at a distorted geometry.

Positions of all 14 atoms, in Å:
O -2.3134 1.2495 -0.3169
C -1.1604 0.5993 -0.5213
C 0.0880 1.1141 0.0251
C 1.2913 0.2649 0.1350
C 1.2393 -1.1110 0.2578
C 0.1598 -1.9660 0.1107
H -2.1390 2.0821 0.1506
H -1.2616 -0.1900 -1.2482
H -0.1688 1.4486 1.0491
H 0.3501 2.0413 -0.5163
H 2.2357 0.7890 0.2343
H 2.1706 -1.5780 0.5884
H -0.7326 -1.7694 -0.4585
H 0.2410 -2.9743 0.5100

Summary:
LUMO energy (alpha / beta)	-0.11 / 0.88	eV
energy relative to the best compared isomer or geometry (same formula, charge and spin)	94.0	kcal per mole

Charges obtained by Löwdin population analysis, quoted in units of e: O 0.011; C -0.221; C -0.231; C -0.106; C -0.204; C 0.024; H 0.105; H 0.098; H 0.138; H 0.126; H 0.096; H 0.095; H 0.020; H 0.049